{
  "formula": "C45H62N3O5PV",
  "method": "the ωB97M-V functional and the def2-TZVPD basis",
  "species": ["V", "C", "O", "C", "N", "C", "C", "C", "C", "C", "C", "C", "C", "C", "C", "C", "C", "N", "C", "N", "C", "C", "O", "C", "C", "C", "C", "C", "C", "H", "H", "H", "H", "H", "H", "H", "H", "H", "H", "H", "H", "H", "H", "H", "H", "H", "H", "H", "C", "O", "C", "C", "O", "C", "H", "H", "H", "H", "H", "H", "H", "H", "H", "H", "O", "P", "C", "C", "C", "C", "C", "C", "C", "C", "C", "C", "C", "C", "C", "C", "C", "C", "C", "C", "H", "H", "H", "H", "H", "H", "H", "H", "H", "H", "H", "H", "H", "H", "H", "H", "H", "H", "H", "H", "H", "H", "H", "H", "H", "H", "H", "H", "H", "H", "H", "H", "H"],
  "coordinates": [[13.56, 12.62, 11.75], [12.57, 14.97, 7.95], [12.33, 15.69, 9.20], [12.91, 15.00, 10.18], [13.49, 13.91, 9.90], [13.50, 13.78, 8.43], [14.90, 13.88, 7.81], [16.04, 14.01, 8.56], [17.28, 14.15, 7.92], [17.34, 14.17, 6.51], [16.17, 14.07, 5.80], [14.93, 13.88, 6.41], [12.57, 15.41, 11.63], [12.03, 16.62, 12.01], [12.00, 16.90, 13.40], [12.40, 15.91, 14.27], [12.78, 14.68, 13.78], [12.84, 14.40, 12.46], [13.10, 13.47, 14.58], [13.31, 12.36, 14.00], [13.29, 11.35, 15.08], [12.85, 12.12, 16.34], [12.98, 13.54, 15.90], [14.62, 10.71, 15.40], [14.77, 9.30, 15.45], [16.04, 8.73, 15.54], [17.16, 9.56, 15.58], [17.05, 10.92, 15.73], [15.78, 11.51, 15.65], [13.01, 15.61, 7.18], [11.62, 14.64, 7.56], [13.06, 12.86, 8.12], [15.97, 14.11, 9.61], [18.15, 14.39, 8.48], [18.24, 14.26, 5.92], [16.16, 14.19, 4.73], [14.01, 13.91, 5.84], [11.72, 17.38, 11.35], [11.63, 17.84, 13.73], [12.56, 16.12, 15.33], [12.64, 10.57, 14.81], [13.57, 11.90, 17.14], [11.86, 11.95, 16.77], [13.94, 8.59, 15.42], [16.16, 7.64, 15.63], [18.12, 9.06, 15.63], [17.92, 11.53, 15.93], [15.68, 12.56, 15.69], [16.12, 14.42, 12.82], [15.56, 13.16, 12.34], [16.61, 12.25, 12.02], [15.95, 10.89, 12.11], [14.81, 10.94, 11.23], [14.95, 10.18, 10.04], [16.94, 14.76, 12.17], [16.55, 14.25, 13.81], [15.31, 15.14, 12.95], [17.40, 12.29, 12.72], [17.00, 12.48, 11.02], [15.52, 10.78, 13.12], [16.62, 10.12, 11.81], [15.10, 9.14, 10.26], [15.77, 10.60, 9.44], [14.08, 10.33, 9.47], [11.79, 11.75, 11.06], [10.60, 10.89, 10.75], [10.55, 10.25, 9.07], [9.18, 9.62, 8.63], [9.28, 9.09, 7.22], [9.92, 10.05, 6.19], [10.04, 11.45, 6.80], [10.89, 11.39, 8.07], [9.19, 11.99, 10.78], [9.50, 13.35, 11.37], [9.64, 13.20, 12.88], [8.36, 12.72, 13.48], [7.99, 11.34, 13.00], [7.96, 11.38, 11.47], [10.62, 9.48, 11.93], [12.05, 8.88, 11.88], [12.18, 7.53, 12.57], [11.31, 6.47, 11.89], [10.18, 7.15, 11.14], [9.56, 8.35, 11.91], [11.30, 9.44, 8.99], [8.43, 10.38, 8.71], [8.91, 8.85, 9.37], [8.28, 8.76, 6.88], [9.86, 8.19, 7.27], [9.25, 10.15, 5.33], [10.89, 9.77, 5.85], [9.06, 11.86, 7.03], [10.53, 12.11, 6.05], [10.84, 12.38, 8.65], [11.99, 11.29, 7.79], [8.98, 12.19, 9.72], [8.70, 14.03, 11.15], [10.41, 13.80, 10.97], [9.90, 14.19, 13.29], [10.48, 12.53, 13.14], [7.51, 13.40, 13.21], [8.52, 12.77, 14.53], [7.00, 11.13, 13.38], [8.67, 10.57, 13.41], [7.06, 12.01, 11.24], [7.67, 10.39, 11.05], [10.57, 10.02, 12.89], [12.75, 9.57, 12.31], [12.46, 8.75, 10.83], [11.93, 7.58, 13.62], [13.25, 7.24, 12.50], [10.85, 5.73, 12.54], [11.97, 5.89, 11.24], [9.43, 6.38, 10.91], [10.57, 7.47, 10.18], [9.38, 8.10, 12.92], [8.60, 8.65, 11.47]],
  "lowdin_charge": [0.86, -0.01, 0.05, -0.28, 0.11, -0.19, -0.18, -0.04, -0.05, -0.06, -0.07, -0.02, -0.14, 0.07, 0.02, 0.03, -0.16, 0.06, -0.33, 0.14, -0.22, 0.00, 0.06, -0.20, -0.02, -0.06, -0.08, -0.07, -0.03, 0.14, 0.12, 0.10, 0.08, 0.10, 0.12, 0.11, 0.12, 0.12, 0.12, 0.15, 0.13, 0.14, 0.14, 0.11, 0.12, 0.11, 0.11, 0.10, -0.01, -0.30, -0.15, -0.11, -0.30, -0.03, 0.11, 0.10, 0.09, 0.12, 0.14, 0.11, 0.14, 0.10, 0.11, 0.07, -0.39, 0.84, -0.33, -0.19, -0.17, -0.17, -0.20, -0.20, -0.34, -0.18, -0.21, -0.20, -0.19, -0.17, -0.31, -0.21, -0.19, -0.19, -0.19, -0.14, 0.12, 0.10, 0.10, 0.13, 0.10, 0.12, 0.10, 0.11, 0.13, 0.11, 0.11, 0.12, 0.13, 0.09, 0.11, 0.10, 0.14, 0.10, 0.12, 0.10, 0.14, 0.10, 0.10, 0.08, 0.12, 0.10, 0.12, 0.11, 0.12, 0.13, 0.09, 0.10, 0.09],
  "e_above_lowest_ev": 0.0000,
  "total_charge": 2,
  "orbital_gap_ev": [7.10, 7.77],
  "homo_ev": [-12.69, -13.57],
  "spin_multiplicity": 4
}